No. 1
45
Properties=species:S:1:pos:R:3:mulliken_charge:R:1 method="wB97M-V/def2-TZVPD" total_charge=0 e_homo_ev=-8.46 e_tot_ha=-1660.83239 gap_ev=7.6
C 0.322 -0.629 -5.178 -0.608
H 1.746 -3.791 0.970 0.431
H 0.554 -4.150 -1.039 0.430
H 1.535 1.396 2.670 0.556
C 0.144 -0.999 -3.825 0.245
H -2.540 2.345 2.935 0.413
C -0.654 2.462 0.257 -0.110
C -0.041 -0.115 -2.904 -0.714
N -0.111 -2.799 0.476 0.264
H -1.188 -3.819 -1.216 0.337
H 0.135 -2.021 -3.497 0.495
Cl -0.106 2.075 7.169 -0.215
C -0.523 1.885 2.625 -1.024
O -0.301 3.585 0.468 -0.654
C -0.295 2.164 -2.289 -0.453
C -0.333 -3.899 -0.550 -1.165
C -0.222 1.911 5.393 0.299
C -0.697 0.373 0.720 0.724
H -1.001 -0.799 2.555 0.414
C 0.020 1.210 -3.259 0.938
C 1.302 -2.768 0.907 -1.063
C 0.402 0.666 -5.580 -0.528
H 1.562 -2.338 1.874 0.363
H 0.358 -1.441 -5.906 0.359
H -2.249 2.359 5.433 0.394
C -0.512 0.495 -0.745 1.184
O -2.328 -2.197 0.628 -0.672
N -0.432 -0.539 -1.660 -0.236
C 2.709 -1.430 -0.884 -0.050
H 0.441 0.886 -6.685 0.318
C 0.287 1.660 -4.569 -0.886
C -0.542 1.810 -0.983 -0.511
C 0.725 1.734 3.222 0.201
C 0.867 1.837 4.629 -0.939
H -0.170 3.224 -2.435 0.517
C -0.849 -0.694 1.482 -0.301
H -0.642 -4.803 0.032 0.324
C -1.144 -1.955 0.895 -0.099
C 2.055 -2.038 -0.100 -0.080
H 3.220 -0.906 -1.709 0.420
N -0.713 1.595 1.307 0.352
H 1.755 1.647 5.112 0.431
H 0.470 2.635 -4.934 0.453
C -1.580 2.086 3.402 0.136
C -1.435 2.090 4.786 -0.690

---

No. 2
3
Properties=species:S:1:pos:R:3:mulliken_charge:R:1 method="wB97M-V/def2-TZVPD" total_charge=+3 e_homo_ev="-31.14 / -30.11" e_tot_ha=-392.07768 multiplicity=3 gap_ev="13.8 / 7.1"
Ag -0.188 -1.727 1.317 1.678
Ag 0.371 1.706 -1.264 1.688
F -0.183 0.021 -0.052 -0.366

---

No. 3
82
Properties=species:S:1:pos:R:3:mulliken_charge:R:1 method="wB97M-V/def2-TZVPD" total_charge=0 e_homo_ev="-7.89 / -8.11" e_tot_ha=-3062.49896 multiplicity=3 gap_ev="8.3 / 5.8"
P -0.425 -0.177 -3.173 0.489
C -2.756 3.064 -3.931 -0.738
C 5.197 3.323 0.130 -0.758
C -0.994 -1.520 -2.068 0.821
H -0.953 -2.235 1.268 0.576
H -2.187 0.185 -5.596 0.343
H 4.831 -1.234 0.719 0.364
P 2.424 0.383 0.497 0.787
C -0.750 -1.397 -0.702 -0.314
C 3.107 -0.615 1.850 0.433
H 1.412 3.098 0.866 0.411
C -1.154 -2.363 0.213 -0.946
C -4.053 1.660 -2.479 -0.606
O 1.196 1.381 2.475 -0.446
H -2.593 -4.512 -1.978 0.396
C 4.452 4.479 0.316 -0.584
C 4.319 -1.280 1.671 -0.441
C -2.763 4.219 0.625 -0.533
C -0.986 3.116 -0.569 0.253
C 4.872 -2.012 2.711 -0.795
C -0.569 -0.988 -4.809 -0.141
C -2.860 3.143 1.496 -0.668
C 3.211 2.004 0.438 0.386
C -3.920 2.829 -3.211 -0.555
C -2.020 2.044 1.350 -0.688
H -2.183 -0.916 -7.789 0.409
H -4.717 3.561 -3.215 0.395
H 2.493 -1.458 5.066 0.521
C -1.727 2.138 -3.900 -0.390
H -3.582 3.161 2.303 0.416
C 3.091 4.397 0.568 -0.913
H -2.130 -4.258 0.440 0.435
H 4.936 5.446 0.271 0.392
C 2.845 -1.850 -1.092 -0.532
H 5.817 -2.517 2.563 0.421
C -2.072 -3.636 -1.613 -0.778
H 2.475 -2.415 -0.246 0.439
H 6.261 3.383 -0.059 0.427
C 0.320 -2.651 -6.321 -0.701
H -0.585 -2.741 -8.268 0.378
C 2.467 3.161 0.638 -0.229
C -1.814 -3.493 -0.257 -0.735
H 3.036 -3.589 -2.317 0.423
C 3.009 -1.433 4.116 -0.610
C -1.860 0.948 -3.184 0.242
H -2.069 1.214 2.044 0.397
C 4.216 -2.092 3.929 -0.663
H -0.265 3.099 -1.374 0.603
H -1.759 5.049 -1.080 0.451
C 3.619 -1.805 -3.366 -0.562
O -0.109 -0.641 2.753 -0.696
O 0.834 0.462 4.731 -0.751
H 2.506 5.294 0.722 0.468
H 4.649 -2.661 4.741 0.404
C -1.673 -2.657 -2.510 -0.012
C -0.581 -2.253 -7.302 -0.488
H 1.038 -2.334 -4.333 0.397
H -4.953 1.475 -1.907 0.411
H -3.414 5.075 0.751 0.392
H 5.163 1.188 0.032 0.350
H 3.863 -2.324 -4.284 0.416
H 4.082 0.135 -4.156 0.432
C -1.829 4.208 -0.401 -0.970
H -1.889 -2.778 -3.564 0.474
H -3.149 -0.195 -1.905 0.384
S 0.938 0.198 3.323 1.254
H -0.809 2.340 -4.442 0.402
C -3.034 0.718 -2.476 -0.238
C 2.461 -0.698 3.080 -0.046
C 3.156 -2.515 -2.265 -0.609
C 3.431 0.241 -2.121 -0.874
C -1.471 -0.602 -5.794 -0.408
H 1.018 -3.455 -6.516 0.431
C -1.109 2.052 0.307 0.180
C 4.578 2.086 0.188 -0.027
C 3.745 -0.427 -3.295 -0.792
C -1.472 -1.228 -7.034 -0.781
H -2.642 3.976 -4.502 0.427
H 3.522 1.320 -2.085 0.413
C 0.330 -2.018 -5.091 0.096
C 3.002 -0.465 -1.001 0.454
Au 0.049 0.330 0.102 1.627

---

No. 4
113
Properties=species:S:1:pos:R:3:mulliken_charge:R:1 method="wB97M-V/def2-TZVPD" total_charge=+1 e_homo_ev=-10.73 e_tot_ha=-7178.81631 gap_ev=8.4
H -3.119 -5.846 -3.185 0.480
H -0.988 -5.995 0.552 0.306
C -0.724 -0.638 -3.793 -1.178
C 1.711 -3.091 4.061 -0.787
C -2.702 0.203 1.056 0.286
H -0.119 -4.889 2.596 0.434
H 0.907 -6.120 -0.522 0.338
C 3.882 -4.557 -1.399 -1.681
H 4.547 -0.019 -3.286 0.341
H 5.881 0.854 -2.517 0.383
H 5.705 -0.910 -2.271 0.405
H -1.022 -0.534 2.189 0.576
H -0.048 -2.666 1.969 -0.660
C 0.744 -3.252 1.478 1.781
H 0.163 -1.180 -4.129 0.308
H 2.282 -3.047 4.988 0.555
H 1.661 -6.088 -2.094 0.694
H -1.604 -1.275 -3.881 0.254
H 2.398 2.010 2.617 0.279
F -4.832 -2.760 2.921 -0.394
C -2.080 -0.644 1.972 -0.628
C 1.564 -5.526 -1.159 -1.673
H -1.014 -6.068 -1.934 0.078
H -4.014 -5.575 -1.701 0.355
C -0.544 4.208 1.531 -0.294
H -2.190 -7.176 -1.279 0.524
C -4.054 0.030 0.775 -0.572
C 4.138 0.998 1.006 -1.024
N 1.977 1.676 1.769 0.055
H -2.624 1.558 -2.760 0.466
H 3.367 -6.399 -0.388 0.479
C 0.867 -4.594 2.228 -1.006
H 0.665 -2.927 4.339 0.221
C -0.926 4.870 3.783 0.212
H -4.277 2.780 -4.157 0.481
H -5.239 5.301 -0.853 0.459
C -1.642 -3.973 0.029 0.569
O -0.575 -0.209 -2.441 -0.629
C -1.801 -5.507 0.013 -1.496
H 4.050 -5.069 -2.352 0.447
H 1.484 -2.295 -2.464 -0.504
H 2.884 -2.986 1.310 0.603
C 2.180 -1.988 3.093 -0.824
C -4.825 4.087 -2.559 0.222
C -4.137 -1.786 2.311 0.437
C -2.787 -3.911 -2.269 -0.455
C 1.836 -4.466 3.413 -0.972
C 2.965 0.457 -1.424 0.480
C -1.294 3.049 1.748 -0.306
C -1.853 2.821 3.005 -0.368
H 1.021 1.941 1.592 -0.442
C 0.927 -4.172 -1.516 0.616
H -3.662 -3.431 -0.380 0.657
O -0.078 -1.801 -0.601 -1.230
H -2.446 1.932 3.186 0.482
H -5.832 -1.131 1.193 0.469
C 3.284 -3.180 -1.675 0.576
H -2.711 -5.732 0.578 0.545
H -3.590 4.101 0.566 0.470
H -3.591 -3.419 -2.821 0.489
N 4.317 0.293 -1.247 0.634
N 2.193 0.885 -0.381 0.795
H 4.858 -4.463 -0.919 0.481
H 2.865 -4.613 3.071 0.303
C -3.735 3.798 -0.464 -0.411
C 2.542 3.454 -2.125 0.239
H -2.513 -2.226 -0.915 -0.446
C -2.692 -3.303 -0.873 -0.211
H 1.205 -5.394 1.569 0.164
Zn 0.544 1.269 -1.701 1.890
F -0.748 5.756 4.772 -0.333
C -4.781 -0.977 1.398 -0.826
C 1.904 -3.289 -2.310 -0.846
C 2.950 -5.401 -0.534 -0.052
C -3.191 2.377 -2.329 -0.547
H 3.932 -2.611 -2.345 0.499
C 4.871 0.578 -0.042 -0.750
H 0.090 -4.375 -2.190 0.706
C -1.956 -6.115 -1.383 -0.470
H -4.554 0.682 0.069 0.514
H 4.600 1.230 1.953 0.554
N 3.656 3.356 -1.834 -0.542
C 5.177 0.032 -2.405 -1.231
H -0.851 0.244 -4.418 0.421
H -1.868 -3.722 -2.836 0.185
P 0.035 -3.258 -0.199 0.986
C 2.743 1.193 0.789 0.361
H -0.472 -0.977 -1.779 0.720
C 2.015 -2.408 1.625 0.276
Se 0.753 3.527 -2.549 -0.153
H 2.014 -3.749 -3.298 0.710
H 3.230 -1.750 3.278 0.535
H -1.856 -3.633 1.049 0.004
C -2.998 2.744 -0.999 0.137
C -3.046 -5.412 -2.187 -1.271
Sb -1.542 1.708 0.124 0.963
H 0.210 6.039 2.399 0.478
H -2.342 -2.291 3.353 0.469
H 1.637 -5.258 4.136 0.575
H -2.102 3.582 5.014 0.469
C -0.357 5.130 2.550 -0.544
C -1.671 3.734 4.034 -0.703
C -2.798 -1.637 2.621 -0.625
H -0.108 4.405 0.557 0.335
H 2.875 -4.952 0.459 -0.315
H 5.944 0.456 0.017 0.536
H 1.613 -1.071 3.274 0.134
C -4.658 4.478 -1.245 -0.698
H 1.960 -1.531 0.978 -1.481
C -4.112 3.046 -3.122 -0.702
O 2.409 0.257 -2.510 -0.829
H 3.218 -2.610 -0.742 -0.444
F -5.711 4.744 -3.320 -0.324